Formula: C4H7IMnN
Source: OMol25
Level of theory: ωB97M-V with the def2-TZVPD basis set

XYZ file:
```
14
C4H7IMnN ωB97M-V with the def2-TZVPD basis set
Mn -2.7071 3.3753 4.3334
I -0.9513 1.5059 3.4038
C -0.4136 -1.3399 -1.4792
C 0.3204 -1.0468 -0.1650
C 0.5300 0.4423 0.0850
C 1.4232 1.1597 -0.8138
N 2.1296 1.7249 -1.5234
H -1.3586 -0.8009 -1.5410
H -0.6421 -2.4107 -1.5004
H 0.1686 -1.1926 -2.3875
H 1.2969 -1.5282 -0.2417
H -0.2297 -1.4938 0.6588
H 0.8652 0.6328 1.1113
H -0.4314 0.9720 0.0597
```

Output
**Net charge**: +1
**2S+1**: 6
**HOMO (spin up / spin down)**: -13.56 / -13.56 eV
**Orbital gap (spin up / spin down)**: 0.20736 / 0.20920 Eh
**Energy above the lowest of the compared OMol25 structures with the same formula, charge and spin**: 0.4015 eV

These are the Mulliken partial charges, in e, on atoms 1 to 5: 0.932 0.118 -1.147 -0.431 -0.168



Formula: C4H7IN
Source: OMol25
Level of theory: ωB97M-V with the def2-TZVPD basis set

XYZ file:
```
13
C4H7IN ωB97M-V with the def2-TZVPD basis set
C 0.6663 -0.4355 -0.7042
C 0.7844 -1.6858 -0.9791
C 0.7239 1.0337 -0.4855
C -0.8639 0.2251 1.2797
N -0.5018 0.2960 -0.0874
I -1.5552 2.0743 2.0673
H -0.1454 -2.3598 -0.8528
H 1.5871 -2.2074 -1.4547
H 1.2179 1.5789 0.2567
H 0.8426 1.4826 -1.4951
H -1.5088 -0.6341 1.4938
H 0.0120 0.1268 1.7863
H -1.2592 0.5051 -0.8251
```

Output
**Net charge**: +1
**HOMO**: -13.81 eV
**Orbital gap**: 0.36793 Eh
**Energy above the lowest of the compared OMol25 structures with the same formula, charge and spin**: 3.0412 eV
**SMILES string**: C=C1C[N@@H+]1CI

These are the Mulliken partial charges, in e, on atoms 1 to 5: 0.380 -0.624 -0.423 -0.897 -0.032